a) The following is a DFT calculation (ωB97M-V with the def2-TZVPD basis set) of 2 unconnected molecules or ions with the total composition C2H10NO.

Summary:
Frontier orbital gap = 11.3 eV
LUMO level = -3.8 eV
Charge = +1
HOMO level = -15.02 eV
Spin multiplicity = 1
M = 64.1 g mol⁻¹

Each line ends with the Löwdin charge.
CARTESIAN COORDINATES (ANGSTROEM)
C  0.29460  -0.75991  -1.90753  -0.06
N  0.65404  0.55049  -1.39475  0.14
H  1.59443  0.78808  -1.70803  0.18
H  0.01119  1.35088  -1.38778  0.19
H  0.69947  0.45321  -0.35696  0.12
H  0.67919  -0.97776  -2.92134  0.11
H  -0.78868  -0.87889  -2.07602  0.12
H  0.49584  -1.71026  -1.40892  0.11
C  -0.77400  0.41025  2.53068  -0.08
O  -0.54323  0.10784  1.11957  -0.19
H  0.20787  -0.47985  0.98371  0.06
H  -0.20519  1.29804  2.90066  0.10
H  -1.89135  0.36171  2.53993  0.10
H  -0.43419  -0.51384  3.08677  0.10

***

b) The following is a DFT calculation (ωB97M-V with the def2-TZVPD basis set) of 2 unconnected molecules or ions with the total composition C2H10NO.

Summary:
Frontier orbital gap = 12.5 eV
LUMO level = -3.3 eV
Charge = +1
HOMO level = -15.83 eV
Spin multiplicity = 1
M = 64.1 g mol⁻¹

Each line ends with the Löwdin charge.
CARTESIAN COORDINATES (ANGSTROEM)
C  -1.03667  0.81053  0.68316  -0.01
N  0.11773  0.51758  -0.16927  -0.06
C  0.19903  0.69592  -1.63175  0.01
H  -0.95105  0.08233  1.51668  0.11
H  -1.10141  1.96471  0.95204  0.16
H  -1.91804  0.43527  0.20886  0.09
H  0.11691  -0.42530  0.13054  0.10
H  0.82211  1.10332  0.14878  0.14
H  0.71751  1.60208  -1.92667  0.09
H  -0.90697  0.90959  -1.99918  0.16
H  0.92642  -0.02980  -2.05143  0.12
H  0.60169  -3.21488  1.14444  0.05
H  1.56350  -2.16982  1.87736  0.13
O  0.84924  -2.28153  1.11644  -0.10

***

Structures ranked by computed energy, the most stable listed first: b), a).

***

a) The following is a DFT calculation (ωB97M-V with the def2-TZVPD basis set) of CH4N2O in the gas phase.

Summary:
Frontier orbital gap = 10.4 eV
LUMO level = 0.9 eV
SMILES = [H]/N=C\NO
HOMO level = -9.53 eV
Spin multiplicity = 1
M = 60.1 g mol⁻¹

Each line ends with the Löwdin charge.
CARTESIAN COORDINATES (ANGSTROEM)
H  -1.80097  0.94284  0.15347  0.04
N  -1.86604  -0.08308  0.00343  0.07
C  -0.63916  -0.44652  -0.06660  -0.33
N  0.47196  0.34442  0.01564  -0.10
O  1.74089  -0.19040  -0.10430  -0.02
H  -0.31494  -1.46440  -0.28089  0.12
H  0.42966  1.20153  -0.52116  0.14
H  1.97860  -0.30439  0.80040  0.08

***

b) The following is a DFT calculation (ωB97M-V with the def2-TZVPD basis set) of CH4N2O in the gas phase.

Summary:
Frontier orbital gap = 9.9 eV
LUMO level = 0.8 eV
SMILES = [H]/N=C/ON
HOMO level = -9.18 eV
Spin multiplicity = 1
M = 60.1 g mol⁻¹

Each line ends with the Löwdin charge.
CARTESIAN COORDINATES (ANGSTROEM)
H  1.90738  0.73685  1.78160  -0.06
N  1.01207  1.06942  1.55917  0.03
C  0.54860  0.16046  0.45013  -0.25
O  -0.59864  0.38199  -0.07312  -0.12
N  -0.95608  -0.56317  -1.10984  0.07
H  1.17510  -0.77352  0.09445  0.14
H  -1.14067  0.01297  -1.84558  0.03
H  -1.94777  -1.02500  -0.85680  0.16

***

c) The following is a DFT calculation (ωB97M-V with the def2-TZVPD basis set) of CH4N2O in the gas phase.

Summary:
Frontier orbital gap = 10.5 eV
LUMO level = 0.9 eV
SMILES = NC(N)=O
HOMO level = -9.67 eV
Spin multiplicity = 1
M = 60.1 g mol⁻¹

Each line ends with the Löwdin charge.
CARTESIAN COORDINATES (ANGSTROEM)
N  -0.52143  0.89027  -0.69628  0.14
C  -0.15482  0.08011  0.34463  -0.65
N  0.54486  -1.11074  0.01067  0.10
O  -0.56998  0.29134  1.46540  0.04
H  -1.10504  1.65579  -0.39221  0.10
H  0.10218  1.04467  -1.47452  0.10
H  1.54104  -1.00068  0.16331  0.08
H  0.16319  -1.85076  0.57898  0.08

***

d) The following is a DFT calculation (ωB97M-V with the def2-TZVPD basis set) of 2 unconnected molecules or ions with the total composition CH4N2O.

Summary:
Frontier orbital gap = 10.6 eV
LUMO level = 0.5 eV
SMILES = N#CN.O
HOMO level = -10.06 eV
Spin multiplicity = 1
M = 60.1 g mol⁻¹

Each line ends with the Löwdin charge.
CARTESIAN COORDINATES (ANGSTROEM)
N  -2.23508  -0.77401  -0.07519  0.13
C  -1.36622  -0.03265  -0.02622  -0.44
N  -0.57221  0.96820  0.20941  0.10
H  -1.10145  1.91150  0.31871  0.18
H  0.36411  0.89921  0.01539  0.03
O  1.70973  -0.63533  -0.20459  -0.04
H  2.33939  -1.37307  -0.24033  0.07
H  0.86172  -0.96386  0.00282  -0.01

***

Structures ranked by computed energy, the most stable listed first: c), d), a), b).

***

a) The following is a DFT calculation (ωB97M-V with the def2-TZVPD basis set) of CH4N2O in the gas phase.

Summary:
Frontier orbital gap = 10.7 eV
LUMO level = 0.8 eV
SMILES = [H]/N=C/ON
HOMO level = -9.96 eV
Spin multiplicity = 1
M = 60.1 g mol⁻¹

Each line ends with the Löwdin charge.
CARTESIAN COORDINATES (ANGSTROEM)
H  -2.79550  1.05310  0.41922  0.05
N  -2.03294  0.44218  0.10645  0.10
C  -0.94969  1.11401  0.08718  -0.30
O  0.18490  0.44048  -0.38626  -0.16
N  1.42719  0.86723  0.16236  0.01
H  -0.79768  2.17794  0.43367  0.14
H  1.22835  1.50879  0.94136  0.06
H  1.88618  1.63718  -0.38539  0.09

***

b) The following is a DFT calculation (ωB97M-V with the def2-TZVPD basis set) of a molecular structure, CH4N2O.

Summary:
Frontier orbital gap = 9.2 eV
LUMO level = -0.6 eV
HOMO level = -9.77 eV
Spin multiplicity = 1
M = 60.1 g mol⁻¹

Each line ends with the Löwdin charge.
CARTESIAN COORDINATES (ANGSTROEM)
N  -0.62967  -0.53975  -0.85627  0.10
C  0.29692  -0.09703  0.12915  -0.84
O  0.99632  -0.85833  0.78329  0.01
N  0.61382  1.24928  0.02402  0.19
H  -1.62424  -0.48029  -0.66498  0.09
H  -0.36257  -1.49098  -1.06113  0.09
H  -0.49790  0.72891  0.82250  0.27
H  1.20732  1.48818  0.82341  0.08

***

c) The following is a DFT calculation (ωB97M-V with the def2-TZVPD basis set) of CH4N2O in the gas phase.

Summary:
Frontier orbital gap = 11.0 eV
LUMO level = 0.7 eV
SMILES = NC(N)=O
HOMO level = -10.28 eV
Spin multiplicity = 1
M = 60.1 g mol⁻¹

Each line ends with the Löwdin charge.
CARTESIAN COORDINATES (ANGSTROEM)
N  0.20756  -1.31028  -0.06933  0.12
C  -0.07074  0.07658  -0.12354  -0.66
N  0.49561  0.87351  0.85828  0.14
O  -0.87974  0.48073  -0.92376  0.05
H  0.30881  -1.59390  -1.03051  0.09
H  0.99949  -1.60188  0.48797  0.08
H  0.87399  0.36971  1.64043  0.08
H  -0.18401  1.55763  1.11244  0.09

***

Structures ranked by computed energy, the most stable listed first: c), a), b).

***

a) The following is a DFT calculation (ωB97M-V with the def2-TZVPD basis set) of CH4N2O in the gas phase.

Summary:
Frontier orbital gap = 10.3 eV
LUMO level = 1.0 eV
SMILES = CNN=O
HOMO level = -9.37 eV
Spin multiplicity = 1
M = 60.1 g mol⁻¹

Each line ends with the Löwdin charge.
CARTESIAN COORDINATES (ANGSTROEM)
C  -0.99177  0.29320  0.06829  -0.04
N  0.41279  -0.39953  -0.13905  -0.10
N  1.37319  0.36043  0.32621  -0.15
O  2.49879  -0.13566  0.24038  -0.10
H  -1.70115  -0.36541  0.61743  0.07
H  -0.70492  1.22213  0.62383  0.08
H  -1.23530  0.29795  -1.06047  0.09
H  0.34835  -1.27311  -0.67662  0.14

***

b) The following is a DFT calculation (ωB97M-V with the def2-TZVPD basis set) of CH4N2O in the gas phase.

Summary:
Frontier orbital gap = 10.7 eV
LUMO level = 0.7 eV
SMILES = NC(N)=O
HOMO level = -10.04 eV
Spin multiplicity = 1
M = 60.1 g mol⁻¹

Each line ends with the Löwdin charge.
CARTESIAN COORDINATES (ANGSTROEM)
N  -0.36965  -0.76676  -0.93373  0.12
C  -0.21622  0.46459  -0.28868  -0.54
N  0.33712  0.34880  1.06237  0.10
O  -0.29839  1.59442  -0.89741  -0.03
H  -0.43039  -0.66014  -1.88234  0.05
H  0.14369  -1.53704  -0.35492  0.15
H  0.67422  -0.48218  1.53044  0.07
H  0.15963  1.03831  1.76428  0.07

***

Structures ranked by computed energy, the most stable listed first: b), a).